{"formula": "C62H52N7O6S5Ti", "method": "ωB97M-V with the def2-TZVPD basis set", "total_charge": 1, "e_tot_ev": -165139.15363, "relative_energy_ev": 0.042, "lumo_energy_ev": -3.77, "symbols": ["Ti", "C", "C", "N", "N", "C", "S", "S", "C", "C", "C", "C", "C", "C", "C", "C", "C", "C", "C", "C", "C", "O", "H", "H", "H", "H", "H", "H", "H", "H", "H", "H", "H", "H", "H", "H", "C", "C", "C", "C", "C", "C", "C", "S", "O", "C", "C", "C", "C", "C", "C", "C", "C", "C", "C", "C", "C", "C", "C", "C", "C", "C", "C", "C", "C", "S", "O", "C", "C", "C", "C", "C", "C", "C", "H", "H", "H", "H", "H", "H", "H", "H", "H", "H", "H", "H", "H", "H", "H", "H", "H", "H", "H", "H", "H", "H", "H", "H", "H", "H", "O", "S", "O", "O", "C", "N", "C", "C", "C", "N", "C", "C", "C", "N", "C", "C", "H", "H", "H", "H", "H", "H", "C", "N", "C", "C", "N", "H", "H", "H", "H", "H", "H"], "positions_angstrom": [[-1.23215, -1.83797, 0.56136], [1.12836, -0.55256, 2.82922], [0.92836, -1.82676, 2.09585], [0.86568, -1.81421, 0.78575], [1.22058, -2.95825, 0.16372], [0.72843, -3.30706, -0.96744], [-0.66546, -2.56658, -1.69153], [1.44491, -4.65193, -1.79248], [2.61094, -5.27493, -0.50748], [3.92101, -4.55896, -0.47388], [4.92935, -4.92199, -1.36043], [6.15102, -4.27433, -1.33552], [6.37016, -3.24348, -0.43531], [5.37290, -2.88181, 0.45456], [4.15567, -3.53887, 0.44058], [0.77231, -3.10293, 2.78997], [1.52705, -3.51702, 3.88145], [1.28256, -4.74255, 4.47025], [0.26254, -5.54856, 3.98314], [-0.52617, -5.13835, 2.92130], [-0.29619, -3.90938, 2.29581], [-1.05710, -3.44024, 1.31642], [1.68756, -0.73116, 3.74591], [0.16791, -0.11124, 3.10115], [1.66426, 0.14984, 2.18538], [2.73590, -6.32282, -0.77674], [2.07493, -5.18237, 0.43536], [4.75594, -5.72064, -2.06804], [6.93422, -4.57644, -2.01579], [7.31412, -2.71950, -0.43417], [5.54718, -2.08910, 1.16627], [3.38324, -3.26149, 1.14183], [2.33441, -2.88894, 4.23020], [1.88260, -5.06604, 5.30490], [0.09187, -6.51508, 4.43419], [-1.32685, -5.76076, 2.55140], [-2.39001, 2.94314, -5.17717], [-2.39699, 2.53838, -3.73814], [-2.78131, 3.43643, -2.75031], [-2.67789, 3.11213, -1.40967], [-2.17206, 1.87509, -1.03658], [-1.88089, 0.93172, -2.01058], [-1.98574, 1.26704, -3.34787], [-1.93217, 1.43850, 0.71176], [-1.33319, -0.11554, 0.45927], [-0.38312, 2.23826, 1.17627], [-0.28350, 2.22770, 2.57965], [0.70841, 2.90316, 3.21955], [1.63563, 3.66222, 2.47688], [2.59932, 4.46467, 3.12016], [3.45546, 5.24743, 2.39774], [3.42059, 5.20799, 0.99705], [2.50168, 4.43031, 0.34654], [1.55614, 3.66148, 1.06119], [0.51479, 2.92664, 0.40285], [0.53174, 2.99052, -1.07462], [0.20634, 4.21948, -1.70975], [-0.35384, 5.30061, -0.99650], [-0.70039, 6.44839, -1.65374], [-0.47086, 6.58756, -3.03132], [0.10965, 5.57050, -3.73648], [0.44559, 4.35758, -3.10105], [1.01171, 3.27623, -3.80872], [1.26393, 2.08393, -3.19221], [1.02508, 1.94354, -1.81917], [1.19046, 0.36795, -0.91260], [2.15542, 0.63488, 0.17063], [2.12047, -0.59192, -2.13820], [1.48889, -1.10221, -3.26503], [2.16874, -1.97802, -4.09036], [3.47936, -2.34952, -3.80286], [4.17914, -3.37114, -4.64145], [4.10541, -1.80167, -2.69143], [3.42517, -0.94002, -1.84979], [-1.36362, 3.15162, -5.48254], [-2.98019, 3.84345, -5.32800], [-2.77301, 2.15246, -5.81758], [-3.15388, 4.41361, -3.02049], [-2.97735, 3.82326, -0.65921], [-1.54776, -0.06125, -1.72625], [-1.72995, 0.53462, -4.10026], [-1.06999, 1.71817, 3.12397], [0.77604, 2.89180, 4.29700], [2.63608, 4.45917, 4.20019], [4.16880, 5.88708, 2.89508], [4.12850, 5.79577, 0.43023], [2.50163, 4.41266, -0.73178], [-0.52518, 5.21128, 0.06584], [-1.14945, 7.25997, -1.10530], [-0.75760, 7.50271, -3.52844], [0.32270, 5.67296, -4.79061], [1.24704, 3.40117, -4.85509], [1.68769, 1.26215, -3.74842], [0.46580, -0.83706, -3.48351], [1.67793, -2.40266, -4.95398], [4.08466, -3.14659, -5.70110], [3.72662, -4.34711, -4.46751], [5.23349, -3.43121, -4.38600], [5.12281, -2.08340, -2.46843], [3.88342, -0.54248, -0.95669], [-2.72005, 3.15936, 1.25888], [-2.62537, 4.42675, 2.09096], [-1.27679, 4.83029, 2.36359], [-3.50634, 5.41215, 1.54103], [-3.33230, 3.78003, 3.65480], [-3.83168, 4.44988, 4.67357], [-4.35151, 3.73259, 5.66107], [-4.44293, 2.33761, 5.63622], [-3.88588, 1.73807, 4.52248], [-3.31801, 2.47460, 3.56602], [-3.76302, 0.35287, 4.02081], [-4.34541, 0.11175, 2.77418], [-3.80159, -0.85466, 1.95999], [-2.73896, -1.58556, 2.30651], [-2.29926, -1.47744, 3.56011], [-2.78557, -0.53599, 4.45516], [-4.74924, 4.29627, 6.49597], [-4.93805, 1.78140, 6.41629], [-5.14301, 0.73779, 2.41349], [-4.19754, -1.01673, 0.96480], [-1.50317, -2.15503, 3.85910], [-2.35276, -0.44213, 5.43842], [-3.55755, -5.00497, -2.58242], [-4.27000, -4.30092, -1.53127], [-5.65608, -4.65913, -1.30916], [-3.67181, -3.38511, -0.85889], [-3.09528, -2.55056, -0.28935], [-4.05849, -4.85316, -3.54064], [-3.53984, -6.07410, -2.36426], [-2.53404, -4.63882, -2.64641], [-6.24104, -4.47782, -2.21412], [-6.07153, -4.06911, -0.49472], [-5.73034, -5.72131, -1.06448]], "atomic_forces_ev_per_a": [[-1.150, -1.071, -1.520], [-0.107, 0.188, -0.264], [0.354, -0.137, 0.274], [0.077, 0.209, -0.136], [0.817, -0.824, 0.354], [-0.268, 0.408, -0.153], [-0.045, 0.073, 0.347], [0.066, -0.332, 0.076], [-0.396, 0.162, -0.225], [0.111, 0.046, -0.030], [-0.054, 0.038, 0.093], [0.079, -0.031, -0.026], [0.093, 0.021, -0.010], [0.083, 0.019, 0.028], [0.070, -0.101, 0.030], [-0.307, -0.326, -0.361], [-0.082, 0.051, -0.174], [0.021, -0.002, 0.085], [0.145, 0.081, -0.046], [-0.196, 0.277, -0.499], [1.020, -0.463, 1.334], [0.030, -2.009, 1.173], [-0.051, -0.106, 0.088], [0.083, -0.008, 0.145], [-0.164, -0.042, 0.088], [-0.012, -0.030, 0.067], [0.061, -0.169, 0.010], [-0.010, -0.105, -0.074], [0.053, 0.002, -0.066], [0.110, 0.012, 0.045], [0.013, 0.100, 0.069], [-0.027, -0.015, 0.015], [0.055, 0.033, 0.077], [0.073, -0.075, 0.078], [-0.098, -0.041, 0.034], [-0.101, -0.067, -0.011], [-0.023, -0.015, 0.042], [-0.102, 0.073, 0.065], [0.010, -0.274, 0.003], [-0.190, 0.088, 0.215], [-0.340, -0.127, 0.049], [-0.050, -0.438, 0.039], [-0.085, 0.083, 0.173], [0.741, -0.045, -0.142], [-0.418, 2.197, -0.218], [0.039, -0.070, 0.162], [0.253, -0.067, 0.373], [-0.183, -0.402, -0.185], [-0.063, 0.019, -0.263], [0.166, 0.112, 0.016], [-0.041, -0.146, 0.233], [-0.130, -0.108, -0.203], [0.239, 0.066, -0.103], [-0.093, -0.046, 0.434], [-0.234, -0.104, 0.145], [0.197, -0.175, -0.346], [0.224, -0.049, -0.340], [-0.089, 0.172, -0.089], [-0.014, -0.127, 0.289], [0.053, -0.092, -0.294], [-0.088, 0.130, -0.023], [0.029, -0.074, 0.333], [0.080, -0.184, 0.027], [0.147, 0.170, -0.291], [-0.146, -0.100, 0.440], [0.788, 0.482, -1.674], [0.623, 0.085, 0.764], [-0.303, 0.140, 0.168], [0.104, -0.016, -0.127], [0.047, 0.086, 0.068], [0.125, 0.089, 0.082], [-0.021, 0.011, -0.026], [-0.108, -0.075, -0.200], [-0.135, 0.229, 0.203], [0.061, 0.039, -0.072], [-0.016, 0.038, -0.081], [-0.035, -0.053, -0.081], [0.010, 0.103, -0.036], [0.015, 0.081, -0.111], [-0.012, 0.258, -0.183], [0.054, -0.091, -0.078], [0.119, 0.015, 0.170], [-0.045, 0.058, 0.138], [-0.016, 0.038, 0.095], [0.064, 0.013, 0.085], [-0.003, 0.027, -0.060], [0.017, -0.001, -0.053], [-0.032, 0.020, 0.127], [-0.080, 0.117, 0.105], [0.041, 0.074, -0.048], [-0.044, 0.043, -0.135], [0.003, 0.014, -0.160], [0.019, 0.041, -0.078], [-0.061, 0.088, -0.081], [-0.097, -0.010, -0.114], [0.016, -0.006, -0.116], [0.018, -0.150, -0.028], [0.078, -0.036, -0.016], [0.060, 0.016, 0.053], [0.068, 0.043, 0.090], [-0.485, 1.717, 0.234], [-0.286, 0.255, -0.486], [-0.035, 0.068, 0.114], [-0.223, 0.019, 0.226], [-0.107, -0.620, -0.242], [0.223, 0.837, -0.127], [-0.115, -0.194, -0.066], [0.137, -0.068, -0.193], [-0.009, 0.627, 0.001], [-0.129, -0.437, 0.421], [0.157, -0.750, -0.243], [0.056, -0.352, 0.331], [-0.527, 0.141, 0.069], [0.094, 0.303, -0.191], [0.116, -0.196, 0.295], [-0.309, 0.096, -0.029], [-0.007, -0.011, 0.032], [0.001, 0.001, 0.092], [-0.069, 0.145, -0.114], [0.094, 0.123, 0.058], [0.007, 0.153, -0.090], [0.161, 0.010, 0.066], [0.326, -0.267, -0.431], [-0.232, -0.384, -0.283], [-0.523, -0.130, 0.135], [0.366, 1.041, 0.762], [-0.359, -0.364, -0.563], [0.012, 0.055, 0.052], [0.001, 0.039, 0.045], [-0.043, -0.002, 0.010], [0.081, 0.060, 0.043], [0.030, -0.045, -0.021], [0.039, 0.085, 0.055]]}